Record 1
{
  "formula": "C32H44F2N5O2RuSi2Te",
  "method": "ωB97M-V/def2-TZVPD",
  "elements": ["Ru", "C", "C", "O", "C", "C", "C", "N", "N", "C", "O", "C", "C", "C", "C", "C", "C", "H", "H", "H", "H", "H", "H", "H", "H", "H", "H", "H", "H", "C", "Si", "C", "C", "C", "Te", "C", "Si", "C", "C", "C", "H", "H", "H", "H", "H", "H", "H", "H", "H", "H", "H", "H", "H", "H", "H", "H", "H", "H", "H", "H", "H", "H", "C", "C", "N", "C", "C", "C", "C", "C", "C", "C", "C", "N", "C", "N", "H", "H", "H", "H", "H", "H", "H", "H", "H", "F", "C", "F", "H"],
  "coordinates": [[-1.11324, 0.34420, -0.22748], [3.48163, 0.98118, -1.36979], [2.03786, 1.34953, -1.12089], [1.21319, 0.39732, -0.97761], [1.68519, 2.68914, -1.05209], [0.36753, 3.15338, -0.91148], [0.12333, 4.63229, -0.79470], [-0.67820, 2.34921, -0.92681], [-1.88419, 2.98317, -0.91768], [-2.93255, 2.22292, -1.10774], [-2.87161, 0.96566, -1.38464], [-4.21936, 2.95369, -0.96532], [-4.23265, 4.33551, -0.76185], [-5.43188, 4.99754, -0.56981], [-6.62625, 4.28773, -0.57465], [-6.61796, 2.91717, -0.77680], [-5.41868, 2.24942, -0.97565], [3.53759, -0.06653, -1.66244], [4.04952, 1.13163, -0.45286], [3.92675, 1.61258, -2.13696], [2.47525, 3.42381, -1.11386], [1.06246, 5.16762, -0.67454], [-0.52235, 4.81199, 0.06466], [-0.39962, 5.00282, -1.67612], [-3.29343, 4.86664, -0.74787], [-5.43380, 6.06893, -0.41713], [-7.55790, 4.80998, -0.39957], [-7.55007, 2.36747, -0.77749], [-5.40013, 1.17723, -1.11601], [1.73120, -3.35943, 2.40937], [1.57128, -4.36502, 0.81794], [3.03482, -3.87068, -0.27970], [1.62928, -6.23099, 1.13171], [-0.06525, -3.95012, -0.05692], [0.11783, -2.02186, -1.01355], [-1.29163, -2.51402, -2.56315], [-0.52283, -1.86542, -4.18149], [-0.27426, 0.00263, -4.01205], [-1.68691, -2.28550, -5.61166], [1.14868, -2.73768, -4.41465], [2.70815, -3.50252, 2.87295], [0.97487, -3.61625, 3.15205], [1.62897, -2.29521, 2.18887], [3.98543, -4.10719, 0.19999], [3.00967, -2.79480, -0.45999], [3.01683, -4.37068, -1.24907], [2.52759, -6.48163, 1.69793], [1.65797, -6.79610, 0.19980], [0.76747, -6.57580, 1.70376], [-0.92812, -3.97049, 0.60786], [-0.24447, -4.66316, -0.86194], [-2.24791, -2.04728, -2.33472], [-1.41455, -3.59566, -2.56092], [-0.67960, 0.35637, -3.06146], [-0.77977, 0.55003, -4.80729], [0.78104, 0.27458, -4.03691], [-2.64329, -1.77278, -5.50822], [-1.88475, -3.35607, -5.67158], [-1.24211, -1.97551, -6.55806], [1.76930, -2.60418, -3.52739], [1.69119, -2.33559, -5.27071], [1.02752, -3.81028, -4.57702], [-1.80031, 1.60173, 3.72461], [-1.61456, 1.74792, 2.36713], [-0.59756, 1.13372, 1.73839], [0.32661, 0.50220, 2.44741], [0.26750, 0.36613, 3.85675], [-0.88506, 0.87028, 4.46038], [1.31309, -0.28285, 4.61554], [2.66718, -0.30655, 4.38312], [3.47968, 0.62735, 3.62662], [4.87512, 0.46485, 3.53558], [5.61324, 1.45316, 2.92833], [5.07024, 2.55842, 2.41796], [3.74852, 2.62322, 2.50417], [2.95657, 1.73486, 3.06543], [-2.66721, 2.04904, 4.18914], [-2.29858, 2.32198, 1.75356], [1.05800, -0.05382, 1.87658], [-1.02290, 0.73262, 5.52592], [0.98181, -0.77784, 5.52178], [3.23694, -1.02698, 4.95583], [5.34744, -0.42540, 3.92877], [6.69133, 1.38834, 2.83616], [3.26425, 3.49549, 2.08056], [-2.79167, -2.02317, 0.15396], [-2.34727, -0.89818, 0.81937], [-3.48765, -0.13848, 1.02814], [-2.03480, -1.23296, 1.82026]],
  "lowdin_charge": [1.1012, -0.0122, -0.4871, -0.3280, -0.0437, -0.3228, -0.0378, -0.0799, 0.0197, -0.4889, -0.1458, -0.1494, -0.0355, -0.0893, -0.1015, -0.0877, -0.0254, 0.0740, 0.0713, 0.0822, 0.0991, 0.0707, 0.0753, 0.0836, 0.0986, 0.0981, 0.0965, 0.0990, 0.1133, -0.1752, 0.4244, -0.2032, -0.1829, -0.5171, 1.5025, -0.5027, 0.4316, -0.1678, -0.1845, -0.1937, 0.0338, 0.0358, 0.0031, 0.0313, -0.0078, 0.0320, 0.0269, 0.0286, 0.0275, 0.0134, 0.0106, 0.0129, 0.0136, -0.0133, 0.0350, 0.0328, 0.0303, 0.0255, 0.0269, -0.0081, 0.0298, 0.0290, -0.0327, -0.1054, -0.0346, -0.0811, -0.1951, -0.0020, -0.0286, -0.0264, -0.2653, -0.0092, -0.1341, 0.0822, -0.2064, 0.1401, 0.1146, 0.1148, 0.1025, 0.1209, 0.1141, 0.1063, 0.1077, 0.1085, 0.1108, -0.0862, -0.4863, -0.0564, 0.0991],
  "multiplicity": 2,
  "total_charge": 0,
  "homo_lumo_gap_ev": [5.47, 5.61],
  "homo_ev": [-6.5296, -6.5789],
  "lumo_energy_ha": [-0.0390, -0.0357]
}


Record 2
{
  "formula": "C32H44GaIN2O2SSi",
  "method": "ωB97M-V/def2-TZVPD",
  "elements": ["Ga", "C", "C", "N", "C", "C", "C", "O", "C", "C", "N", "C", "C", "C", "C", "C", "C", "I", "C", "O", "H", "H", "H", "H", "H", "H", "H", "H", "H", "H", "H", "H", "S", "C", "C", "C", "C", "C", "C", "H", "H", "H", "H", "H", "C", "C", "C", "C", "Si", "C", "C", "C", "C", "C", "C", "C", "C", "H", "H", "H", "H", "H", "H", "H", "H", "H", "H", "H", "H", "H", "H", "H", "H", "H", "H", "H", "H", "H", "H", "H", "H", "H", "H", "H"],
  "coordinates": [[-0.12012, 0.20773, -0.74322], [-4.00539, -0.55838, 1.62296], [-3.22392, 0.66116, 2.00411], [-3.74454, 1.50017, 2.86682], [-3.03729, 2.57363, 3.26593], [-1.75260, 2.82944, 2.85750], [-1.05188, 4.05968, 3.39344], [-1.53308, 4.47153, 4.65696], [-1.16560, 1.94660, 1.91299], [0.22217, 2.08914, 1.55082], [0.80856, 1.53544, 0.54546], [2.22908, 1.63032, 0.45846], [2.78125, 2.25410, -0.65255], [4.15440, 2.30637, -0.82341], [4.98658, 1.72487, 0.12020], [4.44508, 1.10369, 1.23522], [3.06891, 1.05077, 1.41241], [2.32145, 0.06841, 3.09748], [-1.93040, 0.86172, 1.43060], [-1.52097, -0.00891, 0.54902], [-4.95358, -0.55503, 2.15431], [-3.44475, -1.46072, 1.87438], [-4.18609, -0.59560, 0.54909], [-3.53206, 3.24062, 3.95827], [-1.23563, 4.90262, 2.72347], [0.03178, 3.92232, 3.43670], [-1.50312, 3.71644, 5.25560], [0.84807, 2.69093, 2.20576], [2.11793, 2.69792, -1.38120], [4.56909, 2.79773, -1.69306], [6.06032, 1.75007, -0.00641], [5.09400, 0.64719, 1.96948], [0.96245, -1.71248, -0.16206], [2.07657, -2.10082, -1.49018], [3.21957, -1.34098, -1.73080], [4.08059, -1.67892, -2.76424], [3.82767, -2.79465, -3.55053], [2.70791, -3.57261, -3.29466], [1.83453, -3.22712, -2.27341], [3.43082, -0.48549, -1.09920], [4.95763, -1.07160, -2.95059], [4.50333, -3.05968, -4.35302], [2.50589, -4.44812, -3.89833], [0.94920, -3.81965, -2.08194], [-2.61732, 3.10433, -3.88795], [-1.66133, 2.71888, -2.75167], [-0.52110, 3.74609, -2.70986], [-2.40833, 2.88580, -1.41989], [-0.93806, 0.92389, -2.94071], [0.42833, 0.85418, -4.31627], [1.73456, 1.50272, -3.83643], [-0.01305, 1.54513, -5.61604], [0.78249, -0.59813, -4.66074], [-2.33559, -0.37651, -3.25848], [-2.85815, -0.36524, -4.70115], [-3.52035, -0.09493, -2.32511], [-1.83792, -1.79162, -2.92230], [-2.94798, 4.13912, -3.74582], [-3.50926, 2.47943, -3.88984], [-2.15573, 3.03798, -4.87353], [-0.93469, 4.73806, -2.50029], [0.02403, 3.81448, -3.64810], [0.18886, 3.51746, -1.91007], [-2.67961, 3.93877, -1.28769], [-1.78864, 2.60660, -0.56550], [-3.32716, 2.30567, -1.36904], [1.62891, 2.56513, -3.62643], [2.50009, 1.39666, -4.61361], [2.11437, 1.00523, -2.94392], [-0.14435, 2.62058, -5.50068], [-0.94397, 1.13074, -6.00540], [0.75877, 1.39258, -6.37777], [1.11642, -1.15702, -3.78652], [1.60934, -0.60076, -5.37916], [-0.04854, -1.13224, -5.11903], [-3.23361, 0.61606, -4.99433], [-3.68767, -1.07480, -4.79193], [-2.09782, -0.66261, -5.42251], [-4.06633, 0.80101, -2.61813], [-3.19797, 0.01767, -1.28955], [-4.22511, -0.93263, -2.36566], [-0.96786, -2.08641, -3.50652], [-2.63742, -2.51160, -3.12863], [-1.58098, -1.89287, -1.86523]],
  "lowdin_charge": [0.2961, -0.0106, -0.2493, 0.1277, -0.0935, -0.1364, -0.2083, -0.0578, -0.0877, -0.0934, 0.0007, -0.3397, -0.0355, -0.0668, -0.0791, -0.1481, -0.6333, 0.9836, -0.2671, -0.1272, 0.0806, 0.0909, 0.0647, 0.1153, 0.1363, 0.1066, 0.0957, 0.1156, 0.0876, 0.1124, 0.1086, 0.0931, 0.6973, -0.6409, -0.1184, -0.0839, -0.0964, -0.0898, -0.1325, 0.0813, 0.1030, 0.0993, 0.1031, 0.1021, -0.0852, -0.6130, -0.0998, -0.0927, 0.7955, -0.6073, -0.1061, -0.0882, -0.0924, -0.6214, -0.0882, -0.1018, -0.1029, 0.0885, 0.0630, 0.0655, 0.0886, 0.0628, 0.0610, 0.0920, 0.0503, 0.0701, 0.0555, 0.0931, 0.0472, 0.0631, 0.0676, 0.0876, 0.0558, 0.0922, 0.0674, 0.0664, 0.0880, 0.0628, 0.0686, 0.0465, 0.0941, 0.0589, 0.0909, 0.0501],
  "total_charge": 0,
  "homo_lumo_gap_ev": 7.35,
  "homo_ev": -7.9809,
  "lumo_energy_ha": -0.0232
}


Calculated ΔE to the lowest compared entry with this formula, charge and spin, 4.247, 0.051 eV (same order as the records).